Arrangement w

2 unconnected molecules or ions with the total composition C20H26N2O4S. Source: the Open Molecules 2025 dataset; level of theory: ωB97M-V/def2-TZVPD.

Geometry (Å):
C (1.74, 4.90, 3.28)
C (0.46, 4.11, 3.33)
C (-0.49, 4.23, 4.70)
O (-1.75, 4.68, 4.52)
O (0.09, 3.88, 6.02)
C (-0.24, 2.49, 6.40)
C (0.76, 1.39, 5.64)
C (-0.05, 0.00, 5.20)
C (-0.56, 0.04, 3.62)
C (0.62, -0.59, 2.61)
C (0.21, -2.16, 2.37)
C (0.49, -2.73, 0.85)
C (2.14, -2.99, 0.73)
N (3.31, -3.44, 0.33)
C (-0.11, -1.80, -0.36)
C (-1.77, -1.79, -0.14)
N (-3.08, -1.77, -0.06)
S (0.17, -2.47, -2.09)
C (0.96, -1.07, -3.09)
O (0.95, -3.80, -2.15)
O (-1.22, -2.75, -2.78)
H (1.79, 5.97, 2.76)
H (2.72, 4.46, 3.82)
H (0.15, 3.47, 2.39)
H (-0.11, 2.41, 7.56)
H (-1.37, 2.28, 6.13)
H (1.30, 1.84, 4.71)
H (1.61, 1.13, 6.43)
H (0.72, -0.90, 5.35)
H (-0.98, -0.08, 5.91)
H (-1.59, -0.53, 3.51)
H (-0.79, 1.18, 3.36)
H (0.61, 0.08, 1.66)
H (1.63, -0.43, 3.20)
H (-0.90, -2.42, 2.67)
H (0.89, -2.82, 3.09)
H (-0.08, -3.77, 0.78)
H (0.24, -0.68, -0.35)
H (0.36, -0.08, -2.80)
H (2.07, -0.90, -2.75)
H (0.83, -1.21, -4.25)
C (-2.08, -0.18, -6.93)
C (-1.54, 0.64, -7.92)
C (-0.44, 0.21, -8.66)
C (0.12, -1.04, -8.42)
C (-0.42, -1.87, -7.43)
C (-1.51, -1.44, -6.68)
H (-2.94, 0.15, -6.36)
H (-1.98, 1.61, -8.12)
H (-0.01, 0.85, -9.43)
H (0.98, -1.38, -8.99)
H (0.02, -2.85, -7.24)
H (-1.93, -2.08, -5.91)

Spin multiplicity: 1
Highest occupied orbital energy: -8.612 eV
Lowest unoccupied orbital energy: -1.64 eV
Gap between HOMO and LUMO: 6.97 eV
Net charge: 0
SMILES string: C=CC(=O)OCCCCCC[C@H](C#N)[C@H](C#N)S(C)(=O)=O.c1ccccc1

And the Löwdin charges, in e, turn out to be: atom 1 (C): 0.00, atom 2 (C): -0.08, atom 3 (C): -0.25, atom 4 (O): -0.02, atom 5 (O): -0.13, atom 6 (C): -0.16, atom 7 (C): -0.17, atom 8 (C): -0.20, atom 9 (C): -0.20, atom 10 (C): -0.18, atom 11 (C): -0.19, atom 12 (C): -0.26, atom 13 (C): -0.09, atom 14 (N): 0.10, atom 15 (C): -0.29, atom 16 (C): -0.11, atom 17 (N): 0.12, atom 18 (S): 0.75, atom 19 (C): -0.16, atom 20 (O): -0.38, atom 21 (O): -0.41, atom 22 (H): 0.09, atom 23 (H): 0.09, atom 24 (H): 0.11, atom 25 (H): 0.14, atom 26 (H): 0.13, atom 27 (H): 0.10, atom 28 (H): 0.12, atom 29 (H): 0.12, atom 30 (H): 0.11, atom 31 (H): 0.11, atom 32 (H): 0.10, atom 33 (H): 0.10, atom 34 (H): 0.12, atom 35 (H): 0.12, atom 36 (H): 0.14, atom 37 (H): 0.17, atom 38 (H): 0.13, atom 39 (H): 0.10, atom 40 (H): 0.09, atom 41 (H): 0.10, atom 42 (C): -0.10, atom 43 (C): -0.10, atom 44 (C): -0.10, atom 45 (C): -0.10, atom 46 (C): -0.10, atom 47 (C): -0.10, atom 48 (H): 0.10, atom 49 (H): 0.10, atom 50 (H): 0.10, atom 51 (H): 0.10, atom 52 (H): 0.10, atom 53 (H): 0.10

---

Arrangement x

A single C20H26N2O4S molecule. Source: the Open Molecules 2025 dataset; level of theory: ωB97M-V/def2-TZVPD.

Geometry (Å):
C (7.12, -0.11, -0.46)
C (5.78, -0.42, 0.18)
O (4.83, -0.56, -0.86)
C (3.54, -0.85, -0.54)
C (3.05, -1.02, 0.75)
C (1.71, -1.30, 0.95)
C (0.84, -1.42, -0.13)
C (1.34, -1.26, -1.42)
C (2.67, -0.98, -1.63)
H (3.07, -0.85, -2.62)
H (0.66, -1.36, -2.25)
C (-0.57, -1.65, 0.08)
N (-1.45, -1.90, -0.85)
C (-2.65, -2.02, -0.19)
C (-2.43, -1.82, 1.15)
O (-1.10, -1.61, 1.31)
C (-3.32, -1.75, 2.33)
H (-4.21, -2.35, 2.17)
H (-3.61, -0.71, 2.51)
H (-2.79, -2.11, 3.21)
C (-3.89, -2.39, -0.90)
H (-4.61, -2.85, -0.21)
H (-3.66, -3.08, -1.71)
S (-4.76, -1.01, -1.73)
C (-5.14, 0.05, -0.30)
C (-4.04, 1.03, 0.10)
O (-3.95, 1.43, 1.24)
N (-3.30, 1.47, -0.93)
C (-2.22, 2.40, -0.80)
C (-0.85, 1.71, -0.73)
C (0.32, 2.71, -0.82)
H (0.88, 2.60, -1.75)
C (1.17, 2.39, 0.41)
H (1.66, 3.26, 0.83)
H (1.93, 1.64, 0.16)
C (0.13, 1.77, 1.34)
H (0.55, 1.09, 2.08)
H (-0.44, 2.56, 1.85)
O (-0.70, 1.02, 0.50)
H (-0.06, 3.73, -0.77)
H (-0.80, 0.94, -1.52)
H (-2.38, 2.95, 0.14)
H (-2.24, 3.10, -1.64)
H (-3.37, 0.95, -1.80)
H (-6.01, 0.64, -0.60)
H (-5.42, -0.57, 0.55)
H (1.34, -1.44, 1.95)
H (3.70, -0.94, 1.61)
H (5.49, 0.39, 0.86)
H (5.85, -1.36, 0.76)
H (7.88, 0.01, 0.31)
H (7.05, 0.81, -1.04)
H (7.41, -0.92, -1.13)

Spin multiplicity: 1
Highest occupied orbital energy: -7.699 eV
Lowest unoccupied orbital energy: 0.75 eV
Gap between HOMO and LUMO: 8.44 eV
Net charge: 0
SMILES string: CCOc1ccc(-c2nc(CSCC(=O)NC[C@H]3CCCO3)c(C)o2)cc1

And the Löwdin charges, in e, turn out to be: atom 1 (C): -0.06, atom 2 (C): -0.26, atom 3 (O): -0.05, atom 4 (C): -0.27, atom 5 (C): -0.02, atom 6 (C): -0.02, atom 7 (C): -0.16, atom 8 (C): -0.01, atom 9 (C): 0.01, atom 10 (H): 0.12, atom 11 (H): 0.12, atom 12 (C): -0.31, atom 13 (N): 0.20, atom 14 (C): -0.31, atom 15 (C): -0.24, atom 16 (O): 0.12, atom 17 (C): 0.01, atom 18 (H): 0.08, atom 19 (H): 0.08, atom 20 (H): 0.09, atom 21 (C): -0.39, atom 22 (H): 0.08, atom 23 (H): 0.08, atom 24 (S): 0.88, atom 25 (C): -0.37, atom 26 (C): -0.57, atom 27 (O): 0.05, atom 28 (N): 0.05, atom 29 (C): -0.11, atom 30 (C): -0.30, atom 31 (C): -0.11, atom 32 (H): 0.11, atom 33 (C): -0.13, atom 34 (H): 0.11, atom 35 (H): 0.10, atom 36 (C): -0.18, atom 37 (H): 0.12, atom 38 (H): 0.13, atom 39 (O): -0.12, atom 40 (H): 0.11, atom 41 (H): 0.14, atom 42 (H): 0.13, atom 43 (H): 0.13, atom 44 (H): 0.08, atom 45 (H): 0.08, atom 46 (H): 0.08, atom 47 (H): 0.12, atom 48 (H): 0.11, atom 49 (H): 0.13, atom 50 (H): 0.13, atom 51 (H): 0.08, atom 52 (H): 0.08, atom 53 (H): 0.08

---

According to the calculations, the structures order from most to least stable as arrangement x, arrangement w.

---

Arrangement w

A molecular structure, C5H6OS. Source: the Open Molecules 2025 dataset; level of theory: ωB97M-V/def2-TZVPD.

Geometry (Å):
C (0.54, 0.15, -0.12)
C (-0.19, 1.47, 0.09)
C (-1.57, 0.58, 0.20)
C (-1.28, -0.72, 1.00)
C (-0.51, -0.96, -0.29)
H (0.06, 1.98, -0.80)
H (0.14, 1.93, 1.01)
H (-2.58, 1.13, 0.34)
H (-0.68, -0.64, 1.96)
H (-2.22, -1.22, 1.05)
H (-0.15, -1.86, -0.62)
O (-1.44, -0.23, -1.08)
S (2.18, -0.16, 0.03)

Spin multiplicity: 1
Highest occupied orbital energy: -8.489 eV
Lowest unoccupied orbital energy: -0.12 eV
Gap between HOMO and LUMO: 8.37 eV
Net charge: 0

And the Löwdin charges, in e, turn out to be: atom 1 (C): -0.70, atom 2 (C): -0.08, atom 3 (C): -0.19, atom 4 (C): -0.04, atom 5 (C): -0.35, atom 6 (H): 0.10, atom 7 (H): 0.11, atom 8 (H): 0.17, atom 9 (H): 0.15, atom 10 (H): 0.11, atom 11 (H): 0.12, atom 12 (O): -0.06, atom 13 (S): 0.67

---

Arrangement x

A single C5H6OS molecule. Source: the Open Molecules 2025 dataset; level of theory: ωB97M-V/def2-TZVPD.

Geometry (Å):
C (2.13, -0.43, -0.07)
C (0.70, -0.71, 0.49)
C (-1.55, 0.32, -0.09)
C (-0.94, 1.50, 0.10)
C (0.96, 0.45, -0.39)
H (2.37, -0.94, -0.97)
H (2.91, -0.33, 0.67)
H (0.58, -0.46, 1.55)
H (-2.61, 0.40, -0.36)
H (-1.52, 2.37, 0.38)
H (0.70, 0.30, -1.47)
O (0.46, 1.69, 0.08)
S (-0.87, -1.35, -0.04)

Spin multiplicity: 1
Highest occupied orbital energy: -8.076 eV
Lowest unoccupied orbital energy: 0.94 eV
Gap between HOMO and LUMO: 9.02 eV
Net charge: 0
SMILES string: C1=CS[C@H]2C[C@@H]2O1

And the Löwdin charges, in e, turn out to be: atom 1 (C): 0.00, atom 2 (C): -0.51, atom 3 (C): -0.39, atom 4 (C): -0.17, atom 5 (C): -0.40, atom 6 (H): 0.09, atom 7 (H): 0.10, atom 8 (H): 0.11, atom 9 (H): 0.07, atom 10 (H): 0.12, atom 11 (H): 0.16, atom 12 (O): -0.05, atom 13 (S): 0.88

---

According to the calculations, the structures order from most to least stable as arrangement w, arrangement x.

---

Arrangement w

A molecular structure, C5H6OS. Source: the Open Molecules 2025 dataset; level of theory: ωB97M-V/def2-TZVPD.

Geometry (Å):
C (-1.21, 0.11, 0.03)
C (-0.39, 1.12, -0.15)
C (0.93, 0.31, -0.59)
C (0.91, -0.63, 0.76)
C (-0.31, -1.15, -0.07)
H (-0.30, 1.77, 0.85)
H (-0.55, 1.96, -0.88)
H (1.73, 0.84, -0.99)
H (0.72, 0.09, 1.63)
H (1.67, -1.30, 0.87)
H (-0.91, -2.03, 0.02)
O (0.46, -0.77, -1.24)
S (-2.76, -0.30, -0.23)

Spin multiplicity: 1
Highest occupied orbital energy: -8.420 eV
Lowest unoccupied orbital energy: -0.31 eV
Gap between HOMO and LUMO: 8.11 eV
Net charge: 0

And the Löwdin charges, in e, turn out to be: atom 1 (C): -0.79, atom 2 (C): -0.21, atom 3 (C): -0.24, atom 4 (C): 0.01, atom 5 (C): -0.27, atom 6 (H): 0.18, atom 7 (H): 0.15, atom 8 (H): 0.13, atom 9 (H): 0.13, atom 10 (H): 0.07, atom 11 (H): 0.11, atom 12 (O): -0.04, atom 13 (S): 0.77

---

Arrangement x

A molecular structure, C5H6OS. Source: the Open Molecules 2025 dataset; level of theory: ωB97M-V/def2-TZVPD.

Geometry (Å):
C (0.79, -1.03, 0.44)
C (0.70, 0.50, 0.74)
C (-0.05, -0.83, -0.74)
C (-1.32, -0.25, -0.21)
C (-0.81, 0.67, 0.87)
H (1.88, -1.18, 0.18)
H (0.42, -1.67, 1.19)
H (1.41, 1.06, 1.44)
H (0.08, -1.68, -1.46)
H (-2.23, -0.13, -0.82)
H (-1.21, 1.71, 1.07)
O (-1.51, -0.54, 1.19)
S (0.99, 0.74, -1.11)

Spin multiplicity: 1
Highest occupied orbital energy: -8.767 eV
Lowest unoccupied orbital energy: 0.72 eV
Gap between HOMO and LUMO: 9.48 eV
Net charge: 0

And the Löwdin charges, in e, turn out to be: atom 1 (C): -0.26, atom 2 (C): -0.43, atom 3 (C): -0.44, atom 4 (C): -0.25, atom 5 (C): -0.27, atom 6 (H): 0.12, atom 7 (H): 0.10, atom 8 (H): 0.13, atom 9 (H): 0.13, atom 10 (H): 0.16, atom 11 (H): 0.17, atom 12 (O): -0.03, atom 13 (S): 0.87

---

According to the calculations, the structures order from most to least stable as arrangement x, arrangement w.